Formula: C36H54F12MnO27P2
Source: the OMol25 dataset
Level of theory: ωB97M-V/def2-TZVPD

XYZ file:
```
132
Properties=species:S:1:pos:R:3:forces:R:3:lowdin_charge:R:1
C 4.114 -3.817 -0.177 0.88 1.41 -1.05 -0.32
H -4.291 1.033 1.772 -0.25 0.12 0.65 0.13
H -4.226 -1.332 0.110 -0.51 -0.49 0.01 0.12
C 0.484 4.489 2.209 -0.40 -0.44 -0.60 -0.38
O -6.172 -2.232 3.481 2.07 1.93 -2.81 0.11
H -3.118 2.060 -4.472 0.01 -0.12 -0.26 0.09
C -4.915 -0.702 0.672 0.59 1.65 -2.93 -0.31
C 6.040 -3.430 3.923 -0.15 -0.51 -0.10 0.00
O -1.377 6.926 -3.518 -1.83 2.04 2.60 0.09
C -3.430 -0.504 -3.397 -1.38 -0.54 0.03 -0.10
H 0.789 -2.521 -5.665 0.34 -0.32 -0.71 0.14
H -0.063 7.241 2.640 -0.36 0.55 -0.01 0.16
F 5.803 2.943 -0.428 -0.52 0.71 0.11 -0.13
O -5.881 -1.440 1.348 -0.88 -1.11 0.04 0.12
H -2.619 3.159 4.129 0.23 -0.28 -0.09 0.07
H -0.296 6.889 -1.769 0.33 -0.25 -0.04 0.13
C -5.640 0.241 -0.401 0.69 -1.50 1.42 0.03
C 1.429 -2.496 -3.680 -0.65 -0.35 -0.04 -0.10
H -0.848 -4.110 0.688 -0.36 0.15 0.39 0.15
H -3.028 -0.170 1.585 -0.03 -0.24 0.34 0.12
Mn 2.247 1.563 1.714 0.13 -0.21 0.28 1.08
H 1.152 4.922 -1.862 0.64 -0.20 0.06 0.09
C -2.554 2.937 5.194 -0.50 -0.77 0.79 -0.01
H -1.891 -6.751 -0.489 0.03 0.08 -0.10 0.09
O 3.735 -4.540 -1.316 -0.75 -2.91 -1.31 0.09
F 0.367 0.587 -1.655 0.48 -1.19 1.59 -0.14
H -0.098 -3.790 -1.390 -0.48 0.25 -0.40 0.10
C -3.207 -3.632 -1.007 -1.28 1.88 -0.35 -0.54
C -1.420 -6.166 0.300 0.67 0.52 -0.27 0.00
H -0.366 -6.437 0.373 0.04 -0.21 -0.14 0.08
O -0.564 1.709 5.098 3.51 0.30 -1.71 0.10
C -0.406 1.084 3.893 3.96 0.41 0.81 -0.48
O -0.389 4.483 3.278 1.03 -1.12 -0.19 0.05
C 4.710 -2.613 -0.827 1.02 1.81 1.32 0.00
H 5.675 -2.804 -1.297 -0.28 -0.28 -0.27 0.10
H -6.419 -0.400 -0.813 -0.17 0.27 -0.04 0.09
C 3.443 -3.027 -4.585 3.17 0.04 0.57 -0.55
O -0.759 6.719 -5.671 -0.36 -0.76 2.62 0.12
H 0.898 3.335 -2.533 -0.50 -0.04 -0.13 0.10
C -0.823 6.306 -4.512 0.29 1.85 -4.42 -0.64
H 0.997 -3.025 -2.831 0.39 -0.32 -0.06 0.09
H -1.110 7.550 0.362 0.06 0.32 0.27 0.07
H 6.690 -2.570 3.763 -0.42 0.39 0.17 0.09
F 4.027 4.111 0.714 0.97 -0.08 -0.61 -0.16
O 4.654 -3.126 -4.709 -2.20 0.41 0.46 0.12
H 2.334 -2.649 0.362 -0.01 -0.07 -0.40 0.11
C 2.551 -5.148 -1.123 -1.10 0.28 -1.91 -0.49
F 2.085 -0.035 -0.105 2.22 -0.54 -1.72 -0.14
C -2.347 1.786 -3.752 0.13 -0.12 -0.99 -0.01
C -1.474 -4.656 -0.017 0.58 -1.65 1.56 -0.31
H -2.520 -0.437 5.344 -0.14 -0.26 -0.61 0.15
H -2.246 7.868 1.714 -0.17 -0.11 -0.23 0.10
F 0.723 -0.800 1.352 -1.35 -0.82 -1.10 -0.18
H 3.799 -3.817 3.975 0.09 0.00 -0.20 0.16
C 3.584 -1.094 3.300 0.23 1.88 -1.15 -0.49
C 0.417 -4.470 -4.879 -0.41 -0.03 -0.20 0.00
O -1.324 0.198 3.751 -1.64 -0.91 -1.10 0.14
C -1.087 -4.248 -1.405 0.89 -1.82 0.16 -0.13
H 2.921 -3.725 1.602 -0.10 -0.15 0.03 0.12
P 0.521 -0.208 -0.206 -0.35 -0.43 -0.36 0.31
C -4.097 -0.040 1.755 -0.24 0.14 -0.47 -0.09
H -1.090 -5.159 -2.003 0.29 0.18 -0.51 0.14
O 2.060 -4.666 0.037 -2.38 -1.85 -0.10 0.06
H -4.319 0.127 -3.404 -0.18 -0.11 -0.27 0.13
C -1.243 5.655 3.289 -0.38 -1.09 0.81 -0.09
H 4.038 -2.077 -1.497 -0.06 -0.52 -0.14 0.09
H -6.055 1.113 0.104 -0.08 0.03 -0.22 0.08
H -1.199 6.180 4.244 0.39 -0.30 0.10 0.14
H -3.474 -1.154 -2.523 0.23 0.37 0.32 0.11
O 2.579 -3.553 -5.410 -0.38 -0.37 -0.88 0.13
H 6.338 -4.096 3.113 -0.68 -0.15 -0.19 0.08
H -1.889 1.455 6.606 0.19 -0.37 -0.09 0.16
H 3.937 -2.637 6.023 -0.93 0.43 -0.10 0.14
O 0.614 1.193 3.204 -2.24 0.23 1.59 0.06
O 3.138 -0.197 2.576 1.00 -2.06 1.34 0.07
H -2.284 5.351 3.187 0.05 -0.26 -0.41 0.13
O 2.826 -2.391 -3.558 0.78 0.34 0.21 0.06
C -2.239 -1.332 -5.073 0.54 -2.15 -2.33 -0.57
C 4.531 -3.010 4.007 3.23 -0.13 0.46 -0.27
H -2.088 3.778 5.707 0.25 -0.16 -0.03 0.08
O -1.519 -0.303 -4.677 0.78 0.69 0.75 0.14
H -0.606 -4.120 -5.023 -0.22 -0.26 0.38 0.08
C -0.683 6.464 2.191 -0.21 2.74 -0.55 -0.34
H -1.588 4.314 -2.753 -0.16 -0.08 -0.44 0.13
C -1.839 1.575 5.524 -2.88 2.57 0.17 -0.33
F 4.033 3.853 -1.615 -0.49 -0.97 1.11 -0.13
O -1.826 -2.100 -5.909 -0.64 0.41 0.64 0.14
C -1.070 6.284 -2.241 0.25 0.25 -0.92 -0.05
H -1.381 2.116 -4.134 -0.05 0.53 0.14 0.09
C 2.805 -3.619 0.523 0.88 1.10 1.53 -0.12
F 0.654 -1.679 -0.951 -0.28 1.72 1.17 -0.13
H 4.840 -4.371 0.418 0.01 -0.20 0.00 0.16
O 4.358 -2.100 2.940 -0.83 0.10 -2.50 0.09
H -3.572 2.876 5.579 -0.18 0.03 -0.05 0.09
H 6.419 -3.923 4.819 -0.40 0.02 0.27 0.09
F 0.573 1.281 0.531 -2.21 0.89 -0.21 -0.23
C -0.675 4.909 -2.754 -0.71 -0.87 0.65 -0.31
H -1.919 6.242 -1.558 -0.23 0.19 -0.50 0.11
H -4.979 0.499 -1.229 0.11 0.18 0.31 0.05
O -4.304 -3.148 -1.234 1.68 -1.10 0.44 0.12
C 0.397 4.149 -2.008 1.22 1.46 0.05 0.00
H 0.602 -5.181 -5.684 0.17 -0.08 0.17 0.10
O 3.479 -1.108 4.602 -0.96 1.23 2.13 0.13
P 4.202 2.865 -0.340 2.12 0.77 -1.09 0.23
H 0.928 -1.528 -3.658 0.40 0.25 -0.28 0.13
O 1.246 3.591 1.807 -2.46 3.16 2.04 0.07
O 1.916 -5.837 -1.915 1.73 1.25 2.06 0.13
H 5.279 -1.724 5.614 0.03 0.92 -0.70 0.14
C -5.565 -1.564 2.628 -2.49 -1.50 2.81 -0.52
C 4.343 -2.075 5.181 -0.06 -1.71 0.58 -0.08
F 2.594 2.690 -0.064 -0.53 -0.51 -1.29 -0.22
H -3.287 0.718 4.157 0.10 -0.38 0.21 0.12
O -0.319 5.200 -4.109 1.76 -3.43 0.61 0.13
H -1.743 0.183 -2.605 1.51 -0.31 -0.54 0.12
O -2.141 -3.434 -1.796 -0.60 1.09 -1.29 0.09
C -1.675 7.106 1.182 1.12 -0.76 0.35 0.01
H 0.169 3.855 -0.983 -0.60 -0.20 -0.21 0.08
H 4.940 -1.880 -0.053 0.11 0.22 0.27 0.08
O -2.825 -4.268 0.090 -1.30 0.16 0.44 0.11
F 4.230 1.522 -1.251 -0.65 0.97 0.25 -0.13
C 1.261 -3.252 -5.008 -1.15 1.19 0.34 -0.31
O -4.558 -0.735 2.918 1.16 0.54 0.83 0.05
F -1.073 -0.316 -0.086 0.53 0.01 0.14 -0.12
F 4.433 1.900 0.974 -0.77 -0.81 1.27 -0.19
C -2.175 0.286 -3.600 -0.87 1.77 2.99 -0.35
H -1.891 -6.447 1.242 -0.07 0.42 0.03 0.08
O -3.427 -1.406 -4.482 -0.32 -0.30 -0.67 0.11
H -2.610 2.304 -2.830 0.25 -0.32 0.19 0.08
O 0.277 5.671 1.581 1.70 -2.48 -1.62 0.11
H 0.591 -4.883 -3.886 -0.21 -0.51 -0.22 0.06
C -2.386 0.433 4.701 -0.27 -0.25 0.53 -0.03
H -2.294 6.352 0.697 -0.32 -0.05 0.40 0.08
```
Positions in Å, forces in eV/Å.

Output
spin multiplicity = 6
frontier orbital gap (spin up / spin down) = 9.39 / 9.37 eV
⟨S²⟩ = 8.752
energy above the lowest of the compared OMol25 structures with the same formula, charge and spin = 0.00 kcal per mole
E = -6468.30081 hartree